The following is a quantum chemistry calculation of CBr2F3P as an isolated structure at a distorted geometry, from OMol25.

Output
HOMO level (alpha / beta) = -6.513 / -10.754 eV
Strongest force on any atom = 0.045 Eh/bohr

```
! RIJCOSX wB97M-V def2-TZVPD def2/J DEFGRID3
* xyz 0 3
C 1.0157 -0.0216 0.0462
F 1.7209 1.0578 -0.2321
F 0.9373 -0.3015 1.3775
F 1.4683 -1.0592 -0.6898
P -1.1213 0.1847 -0.8447
Br -1.7799 -1.6052 0.2925
Br -2.2410 1.7450 0.0503
*
```

=====

The following is a quantum chemistry calculation of a single C5H10O molecule, from OMol25.

Output
HOMO level = -6.736 eV
Strongest force on any atom = 0.006 Eh/bohr

```
! RIJCOSX wB97M-V def2-TZVPD def2/J DEFGRID3
* xyz 0 1
C -1.7792 0.8102 -0.1352
C -0.7553 -0.0818 0.5030
C -0.3465 -1.4267 -0.0293
O 0.8643 -1.2820 0.9330
C 0.7247 0.2503 0.5905
C 1.6087 0.5834 -0.6030
H -1.9120 1.7260 0.4542
H -2.7547 0.3089 -0.1520
H -1.5595 1.1210 -1.1726
H 0.1423 -1.0847 1.6752
H 0.1563 -1.5593 -1.0011
H -0.9449 -2.3165 0.1930
H 1.0696 0.8295 1.4560
H 2.6726 0.4363 -0.3881
H 1.4606 1.6499 -0.8117
H 1.3529 0.0354 -1.5120
*
```

=====

The following is a quantum chemistry calculation of a single C3H5O3 molecule at a distorted geometry, from OMol25.

Output
HOMO level (alpha / beta) = -10.902 / -10.629 eV
Strongest force on any atom = 0.044 Eh/bohr

```
! RIJCOSX wB97M-V def2-TZVPD def2/J DEFGRID3
* xyz 0 2
O 1.3369 -1.4023 1.3188
C 0.6518 -1.5619 0.2371
O 0.8870 -2.5435 -0.4331
C -0.4062 -0.5465 -0.1011
C 0.1538 0.8819 -0.0900
O -1.0063 1.7146 0.1929
H -1.2376 -0.5366 0.6027
H -0.7326 -0.7501 -1.1169
H 0.8112 0.9889 0.7705
H 0.4593 1.2172 -1.0741
H -0.9173 2.5384 -0.3069
*
```

=====

The following is a quantum chemistry calculation of a single C3H6N4O molecule at a distorted geometry, from OMol25.

Output
HOMO level = -7.630 eV
SMILES string = [H]/N=c1\oc(N)cn1N
Strongest force on any atom = 0.123 Eh/bohr

```
! RIJCOSX wB97M-V def2-TZVPD def2/J DEFGRID3
* xyz 0 1
H -0.2318 -2.9366 0.6081
N -0.4772 -2.3201 -0.2661
C -0.1964 -1.0182 -0.0275
O 0.0679 -0.5509 1.2512
C 0.4453 0.7648 1.0161
N 0.6573 1.3552 2.3486
C 0.4257 1.1345 -0.4153
N -0.3430 0.0079 -1.0224
N -0.8254 -0.2695 -2.4243
H 1.2764 0.6775 2.8337
H 1.1918 2.3369 2.2506
H 0.0725 2.1378 -0.9810
H -0.2649 -0.9733 -2.8135
H -1.7982 -0.3459 -2.3581
*
```

=====

The following is a quantum chemistry calculation of a 2-piece molecular cluster, C5H11ClOS overall at a distorted geometry, from OMol25.

Output
HOMO level = -9.148 eV
Strongest force on any atom = 0.064 Eh/bohr

```
! RIJCOSX wB97M-V def2-TZVPD def2/J DEFGRID3
* xyz 0 1
C 1.4802 1.4010 -0.1451
C 0.7955 -0.6034 1.2582
C 1.5673 -0.8326 -1.2038
C -4.3979 -0.1740 1.4364
C 0.9069 0.0384 -0.1361
O -3.8041 -0.9092 0.5030
S -0.9044 0.2344 -0.6926
Cl -4.3718 1.4711 1.0513
H 1.3072 2.0686 -0.9899
H 1.2282 1.9423 0.8344
H 2.5570 1.1877 -0.1001
H 1.1157 0.1345 2.0192
H 1.4798 -1.4306 1.4592
H -0.1556 -0.9194 1.5984
H 1.2896 -0.4531 -2.2479
H 2.6951 -0.5601 -1.2298
H 1.5228 -1.9267 -1.1558
H -0.7487 -0.2055 -1.9530
H -3.5627 -0.4633 -0.3060
*
```